Below is a 2-piece molecular cluster, CH5FSi overall at a distorted geometry, with properties calculated with ωB97M-V with the def2-TZVPD basis set.

Each line ends with the Löwdin charge.
Atoms and positions in Å:
Si: 0.48 0.07 0.32  0.609
F: 0.25 0.96 -2.17  -0.041
C: -0.36 1.23 -1.08  -0.497
H: 0.55 -1.21 -0.39  -0.134
H: -1.45 1.08 -1.01  0.028
H: -0.28 2.74 -0.38  0.169
H: -0.15 -0.66 1.49  -0.095
H: 2.16 0.01 0.31  -0.039

2S+1: 1
ΔE to the lowest compared entry with this formula, charge and spin: 75.3 kcal/mol
E_HOMO: -10.3 eV
LUMO: 0.39 eV


Below is C5H8AlO3 as an isolated structure at a distorted geometry, with properties calculated with ωB97M-V with the def2-TZVPD basis set.

Each line ends with the Löwdin charge.
Atoms and positions in Å:
Al: 1.82 1.68 -0.29  1.272
O: 2.49 0.37 0.73  -0.084
O: -0.14 -0.73 -0.12  0.116
O: 0.14 1.47 -0.52  0.123
C: 2.26 -0.96 0.41  -0.199
C: -2.85 0.80 -0.36  0.147
C: -0.46 0.53 0.04  -0.350
C: -1.80 0.72 0.70  -0.109
C: 1.15 -1.16 -0.61  -0.068
H: -1.75 1.65 1.28  0.149
H: 1.35 -0.65 -1.56  0.145
H: 1.01 -2.23 -0.81  0.175
H: -3.37 -0.11 -0.68  0.095
H: 1.97 -1.51 1.33  0.178
H: 3.15 -1.47 0.01  0.167
H: -1.97 -0.13 1.37  0.153
H: -2.98 1.72 -0.93  0.090

<S²>: 0.755
2S+1: 2
ΔE to the lowest compared entry with this formula, charge and spin: 17.7 kcal/mol
E_HOMO (spin up / spin down): -16.2 / -20.2 eV
charge: +2
LUMO (spin up / spin down): -13.26 / -13.26 eV


Below is C4H20AgN8O6 as an isolated structure at a distorted geometry, with properties calculated with ωB97M-V with the def2-TZVPD basis set.

Each line ends with the Löwdin charge.
Atoms and positions in Å:
Ag: -5.52 8.32 8.52  0.792
O: -7.66 9.17 7.28  -0.111
O: -5.20 5.83 10.07  -0.064
O: -4.95 6.36 7.32  -0.079
O: -3.14 8.22 9.17  -0.109
O: -6.81 8.72 10.47  -0.073
O: -5.53 10.79 7.78  -0.100
N: -8.27 9.49 12.02  0.158
N: -8.99 9.06 9.80  0.158
N: -4.49 12.70 7.28  0.177
N: -1.96 7.23 10.87  0.208
N: -3.24 10.73 7.81  0.175
N: -2.83 6.78 6.63  0.147
N: -3.90 8.46 11.32  0.180
N: -3.94 4.90 5.92  0.202
C: -4.41 11.41 7.64  -0.582
C: -3.00 7.97 10.39  -0.573
C: -3.95 6.00 6.66  -0.629
C: -7.95 9.14 10.74  -0.584
H: -2.39 11.34 7.93  0.141
H: -1.15 7.08 10.37  0.094
H: -8.94 10.27 12.09  0.122
H: -5.35 5.54 9.16  0.021
H: -2.59 7.34 7.46  0.071
H: -7.65 8.54 6.50  0.103
H: -7.51 9.62 12.67  0.107
H: -4.82 4.54 5.66  0.107
H: -1.86 7.12 11.85  0.100
H: -7.20 9.97 6.98  0.025
H: -5.98 6.09 10.56  0.021
H: -3.22 4.47 5.44  0.088
H: -9.88 9.40 10.14  0.099
H: -8.80 9.30 8.82  0.069
H: -2.05 6.62 5.89  0.155
H: -3.97 7.98 12.16  0.083
H: -4.77 8.68 10.79  0.063
H: -3.33 9.84 8.24  0.019
H: -5.37 13.06 7.06  0.092
H: -3.82 13.29 6.79  0.125

2S+1: 1
E_HOMO: -12.1 eV
charge: +1
LUMO: -2.01 eV


Below is C30H33N2O11Re as an isolated structure at a distorted geometry, with properties calculated with ωB97M-V with the def2-TZVPD basis set.

Each line ends with the Löwdin charge.
Atoms and positions in Å:
Re: -2.46 1.20 -0.01  1.460
O: 6.58 1.18 -2.31  -0.062
O: 7.71 -0.30 -1.04  0.162
O: 6.80 -1.98 -2.96  -0.035
O: 2.40 0.23 1.57  -0.079
O: -3.73 0.40 1.68  -0.147
O: -9.21 -3.20 3.19  -0.070
O: 4.65 -1.77 -3.59  0.119
O: -5.19 1.65 0.54  -0.041
O: -9.23 3.04 2.65  -0.001
O: -10.73 1.51 3.14  0.007
O: -7.11 -3.67 2.72  -0.065
N: -8.04 -2.85 2.90  -0.416
N: -9.56 1.85 2.88  -0.348
C: -8.79 -0.51 2.96  0.084
C: 2.59 0.99 0.37  -0.144
C: -0.74 2.54 0.05  -0.190
C: -7.22 1.28 2.41  0.000
C: -4.92 0.84 1.46  -0.581
C: 7.15 1.27 -3.62  -0.020
C: 5.35 -0.72 -1.53  -0.244
C: -8.52 0.87 2.79  -0.160
C: -3.90 -0.10 -1.31  -0.165
C: -1.35 2.54 1.35  -0.168
C: 3.99 0.71 -0.17  -0.203
C: -1.73 2.93 -0.91  -0.258
C: 5.23 -1.47 -0.20  -0.036
C: 3.71 -1.27 2.96  -0.018
C: 4.56 -0.46 0.72  -0.153
C: -7.75 -1.45 2.76  -0.151
C: -3.10 0.80 -2.09  -0.210
C: 6.68 0.04 -1.57  -0.433
C: -6.45 -1.01 2.38  0.022
C: -2.96 3.23 -0.21  -0.194
C: -1.71 0.37 -1.95  -0.246
C: -6.20 0.34 2.15  -0.130
C: 2.56 -2.08 0.91  -0.019
C: -3.02 -1.07 -0.70  -0.167
C: 4.13 0.23 -1.60  -0.054
C: 6.86 -2.93 -4.03  -0.034
C: -1.69 -0.83 -1.17  -0.142
C: 3.31 -0.90 1.54  -0.512
C: -2.72 2.96 1.20  -0.201
C: 5.54 -1.54 -2.78  -0.421
H: -1.58 3.04 -1.98  0.113
H: -7.05 2.34 2.28  0.103
H: -3.34 -1.88 -0.04  0.116
H: -0.88 0.77 -2.52  0.112
H: 3.27 -0.37 -1.91  0.131
H: 4.61 -2.36 -0.37  0.118
H: 6.38 1.60 -4.31  0.095
H: -9.80 -0.85 3.21  0.119
H: 6.22 -1.78 0.14  0.132
H: 2.85 -1.60 3.55  0.090
H: 7.56 0.32 -3.97  0.094
H: 2.48 2.06 0.63  0.123
H: 5.30 -0.04 1.41  0.154
H: 1.79 0.73 -0.35  0.114
H: 4.29 1.05 -2.31  0.133
H: -4.98 -0.15 -1.28  0.124
H: 1.61 -2.24 1.44  0.099
H: 0.32 2.35 -0.16  0.089
H: -3.92 3.55 -0.63  0.125
H: -0.81 -1.47 -1.04  0.103
H: -3.48 1.60 -2.73  0.124
H: 6.73 -2.43 -5.00  0.102
H: -3.42 3.21 1.99  0.127
H: 4.60 1.60 -0.04  0.152
H: 6.06 -3.67 -3.90  0.103
H: 7.85 -3.40 -3.96  0.099
H: 2.34 -1.90 -0.15  0.087
H: 4.44 -2.09 2.93  0.093
H: -5.65 -1.73 2.26  0.103
H: 3.14 -3.00 1.00  0.085
H: 4.18 -0.42 3.47  0.089
H: 7.94 2.02 -3.57  0.090
H: -0.86 2.24 2.29  0.119

<S²>: 3.793
2S+1: 4
ΔE to the lowest compared entry with this formula, charge and spin: 0.0 kcal/mol
E_HOMO (spin up / spin down): -1.8 / -5.6 eV
charge: -1
LUMO (spin up / spin down): 1.49 / 1.31 eV


Below is C22H22CdN3O6S as an isolated structure, with properties calculated with ωB97M-V with the def2-TZVPD basis set.

Each line ends with the Löwdin charge.
Atoms and positions in Å:
Cd: 0.03 -0.05 1.33  1.248
S: 1.22 -0.16 3.48  0.415
O: -0.97 4.64 -3.94  -0.064
O: 0.15 -2.33 1.18  -0.212
O: 3.19 -0.30 -5.50  -0.059
O: -1.78 1.56 1.73  -0.167
O: 1.89 -3.73 1.23  -0.006
O: -3.08 2.88 0.45  -0.040
N: -2.02 -0.95 0.29  -0.051
N: 1.36 -0.41 -0.87  0.073
N: 0.62 2.02 -0.03  0.053
C: -3.23 -0.72 1.08  -0.282
C: 0.97 -4.35 5.31  -0.116
C: 1.92 -0.96 -3.53  -0.203
C: 1.90 -1.57 -1.22  -0.086
C: 2.25 -1.23 -4.98  -0.215
C: 1.05 -3.02 1.78  -0.659
C: 1.01 -4.23 3.93  -0.052
C: 1.35 0.25 -3.16  0.033
C: 0.53 1.79 -1.35  -0.215
C: -1.24 4.90 -2.57  -0.201
C: 1.06 -1.81 4.08  -0.660
C: 2.21 -1.89 -2.54  0.001
C: 1.03 -1.96 5.47  -0.161
C: -0.04 2.72 -2.21  0.042
C: 1.09 0.49 -1.82  -0.208
C: -3.80 0.66 0.80  -0.134
C: -0.50 3.92 -1.71  -0.185
C: -2.80 1.81 1.01  -0.704
C: -0.36 4.17 -0.36  -0.014
C: 1.04 -2.98 3.30  -0.171
C: 0.19 3.18 0.44  -0.126
C: 0.99 -3.20 6.08  -0.121
H: -2.20 -0.82 -0.70  0.082
H: 2.07 -2.30 -0.43  0.085
H: -1.51 5.23 -4.47  0.083
H: 1.05 -1.05 6.07  0.080
H: 2.62 -2.26 -5.08  0.113
H: 3.94 -0.26 -4.89  0.090
H: 2.65 -2.85 -2.78  0.114
H: -4.18 0.72 -0.22  0.103
H: -2.31 4.79 -2.36  0.136
H: -1.65 -1.89 0.42  0.041
H: -0.15 2.51 -3.27  0.107
H: -0.73 5.08 0.09  0.123
H: -0.94 5.92 -2.30  0.123
H: -2.95 -0.80 2.13  0.111
H: 0.94 -5.33 5.77  0.086
H: 1.14 0.99 -3.91  0.118
H: -3.99 -1.48 0.88  0.102
H: 1.03 -5.11 3.30  0.109
H: 1.36 -1.13 -5.60  0.124
H: 0.96 -3.26 7.16  0.089
H: -4.64 0.85 1.48  0.111
H: 0.26 3.31 1.51  0.115

2S+1: 1
ΔE to the lowest compared entry with this formula, charge and spin: 0.0 kcal/mol
E_HOMO: -4.4 eV
charge: -1
LUMO: 2.23 eV


Below is a 2-piece molecular cluster, C6H11NO overall at a distorted geometry, with properties calculated with ωB97M-V with the def2-TZVPD basis set.

Each line ends with the Löwdin charge.
Atoms and positions in Å:
O: -1.62 -2.25 -0.57  -0.056
N: -0.23 0.57 1.38  0.058
C: -0.60 1.42 0.37  -0.101
C: 0.69 -0.34 0.91  -0.338
C: 0.79 -0.13 -0.43  -0.046
C: -0.03 0.99 -0.79  -0.294
C: 1.53 -1.08 1.87  -0.039
C: -0.53 1.41 -2.15  -0.060
H: 1.43 -0.70 -1.09  0.113
H: -1.02 -2.01 -1.29  0.025
H: -1.55 1.02 -2.28  0.073
H: -0.50 0.60 2.35  0.149
H: 1.98 -2.00 1.52  0.075
H: 1.03 -1.43 2.79  0.076
H: 0.07 1.05 -2.98  0.071
H: -1.25 2.24 0.59  0.117
H: -1.89 -1.39 -0.25  0.022
H: -0.63 2.49 -2.22  0.073
H: 2.34 -0.46 2.26  0.081

structure (SMILES): Cc1c[nH]c(C)c1.O
2S+1: 1
ΔE to the lowest compared entry with this formula, charge and spin: 16.2 kcal/mol
E_HOMO: -8.0 eV
LUMO: 0.88 eV


Below is a 2-piece molecular cluster, C18H25BBr2ClN4O4 overall at a distorted geometry, with properties calculated with ωB97M-V with the def2-TZVPD basis set.

Each line ends with the Löwdin charge.
Atoms and positions in Å:
Br: 3.55 -1.74 0.26  0.773
Br: 4.48 2.45 1.27  0.629
Cl: -6.19 1.56 -0.34  0.537
O: 5.57 -4.80 2.31  -0.110
O: 0.82 -3.50 -2.51  0.058
O: 5.26 -3.09 3.60  -0.112
O: 6.88 -3.09 2.17  -0.112
N: 1.33 2.65 0.59  -0.055
N: -0.65 1.66 -0.36  0.185
N: 0.91 -0.93 -0.55  0.112
N: 5.90 -3.66 2.70  -0.672
C: 5.22 0.58 -0.76  -0.235
C: -2.59 0.44 -1.29  -0.090
C: 0.63 3.16 1.79  -0.260
C: -1.15 0.45 -0.84  -0.126
C: -3.46 1.75 -1.17  -0.167
C: 0.88 2.19 3.01  -0.076
C: 1.43 0.21 -0.03  -0.184
C: -0.41 -0.81 -0.96  -0.136
C: -3.22 -0.75 -1.85  -0.170
C: 3.89 1.19 -0.18  -0.684
C: -4.23 2.82 1.13  -0.146
C: 0.64 1.47 0.03  -0.219
C: 2.92 0.14 0.51  -0.600
C: -1.07 -2.03 -1.50  -0.017
C: -4.41 1.63 0.11  -0.657
C: -4.72 -0.76 -2.33  -0.081
C: -0.68 -4.75 -0.75  -0.019
C: -2.45 -2.03 -1.96  0.020
B: -0.28 -3.45 -1.60  -0.413
H: -0.11 1.85 3.42  0.070
H: -4.95 0.22 -2.85  0.066
H: -2.98 -2.92 -2.37  0.112
H: 1.28 3.35 -0.16  0.121
H: -4.20 0.67 0.66  0.107
H: -1.48 -5.30 -1.34  0.076
H: 2.96 0.29 1.63  0.057
H: -0.45 3.43 1.63  0.093
H: -4.11 1.88 -2.07  0.090
H: 0.22 -5.42 -0.66  0.074
H: -3.39 2.64 1.85  0.079
H: -4.92 -1.57 -3.08  0.078
H: -5.43 -0.83 -1.45  0.057
H: 3.36 1.84 -0.93  0.089
H: -2.77 2.64 -1.11  0.101
H: -5.18 3.08 1.69  0.062
H: 1.60 -3.56 -1.91  0.096
H: -4.00 3.75 0.52  0.079
H: 1.15 4.13 2.05  0.110
H: -1.12 -4.50 0.26  0.075
H: 5.89 1.47 -1.00  0.063
H: 1.41 1.27 2.65  0.054
H: 1.53 2.65 3.79  0.074
H: 5.09 0.03 -1.72  0.074
H: 5.80 0.00 0.01  0.072

2S+1: 1
ΔE to the lowest compared entry with this formula, charge and spin: 66.9 kcal/mol
E_HOMO: -4.1 eV
charge: -1
LUMO: 1.09 eV


Below is one molecule with the formula C2H7N3O at a distorted geometry, with properties calculated with ωB97M-V with the def2-TZVPD basis set.

Each line ends with the Löwdin charge.
Atoms and positions in Å:
O: -1.49 -0.98 0.01  -0.228
N: -0.10 -0.83 0.10  0.043
N: 2.34 -0.81 -0.25  -0.031
N: 1.72 0.49 -0.11  -0.151
C: 0.32 0.38 -0.01  -0.248
C: -2.34 0.14 -0.13  -0.146
H: 2.12 -1.31 0.62  0.066
H: -2.03 0.69 -1.06  0.085
H: -2.44 0.72 0.82  0.093
H: 3.39 -0.55 -0.28  0.109
H: -3.34 -0.41 -0.49  0.132
H: -0.22 1.36 0.05  0.129
H: 2.06 1.10 0.72  0.146

structure (SMILES): CO/N=C/NN
2S+1: 1
ΔE to the lowest compared entry with this formula, charge and spin: 115.1 kcal/mol
E_HOMO: -8.6 eV
LUMO: 0.87 eV